Entry 1:
This record from the OMol25 dataset describes a cluster of 2 separate species, C4H13N3O in total. The level of theory is wB97M-V/def2-TZVPD.

```
21
Properties=species:S:1:pos:R:3:forces:R:3:lowdin_charge:R:1
C 2.722 -0.827 0.433 -0.4 -0.2 0.0 -0.10
N 1.442 -1.347 0.880 0.4 -0.1 0.1 -0.07
C 1.104 -1.410 2.195 -0.1 0.1 0.0 -0.36
N -0.035 -1.817 2.588 0.0 -0.1 0.1 0.05
H 2.636 0.205 0.101 0.1 0.2 0.0 0.07
H 3.433 -0.881 1.252 0.2 0.0 0.0 0.08
H 3.097 -1.422 -0.397 0.1 0.0 0.0 0.08
H 0.870 -1.891 0.257 -0.1 0.1 -0.1 0.13
H 1.896 -1.073 2.872 0.0 0.1 -0.1 0.12
H -0.066 -1.812 3.602 -0.1 0.0 0.0 0.03
C -0.909 1.084 0.057 -0.2 0.2 0.3 -0.15
N -0.996 1.368 -1.365 -0.1 0.2 0.0 -0.11
C -2.276 1.000 -1.927 0.1 0.0 -0.1 -0.34
O -2.259 1.183 -3.323 -0.1 0.0 0.0 -0.05
H -1.521 1.787 0.630 0.0 0.0 -0.2 0.08
H 0.116 1.200 0.398 0.1 0.0 0.0 0.06
H -1.250 0.083 0.332 0.0 -0.2 0.0 0.07
H -0.272 0.882 -1.877 0.0 -0.1 0.0 0.10
H -2.523 -0.057 -1.762 0.0 0.0 0.0 0.12
H -3.053 1.618 -1.466 0.0 0.0 0.2 0.12
H -2.157 2.128 -3.480 0.1 0.0 0.0 0.09
```
Forces are in eV/Å.

Summary:
SMILES = [H]/N=C/NC.CNCO
net charge = 0
ΔE to the lowest compared entry with this formula, charge and spin = 184.0 kJ/mol

Entry 2:
This record from the OMol25 dataset describes a cluster of 2 separate species, C4H13N3O in total in a non-equilibrium geometry. The level of theory is wB97M-V/def2-TZVPD.

```
21
Properties=species:S:1:pos:R:3:forces:R:3:lowdin_charge:R:1
C -0.994 0.037 -0.940 2.6 1.7 -0.3 -0.09
C 0.271 1.575 0.840 -0.1 -0.2 0.1 -0.10
C -2.370 0.181 -0.352 0.0 -0.2 0.6 -0.12
N 0.533 0.415 -0.013 -1.8 -0.5 -0.7 -0.25
N 1.616 0.702 -0.896 0.4 -0.3 -0.6 0.02
H 2.081 1.609 -0.809 -1.1 0.1 0.3 0.08
H 2.390 0.056 -0.736 -0.7 -0.5 0.1 0.07
H -0.816 0.831 -1.666 -0.1 0.0 -0.1 0.08
H -0.857 -0.903 -1.469 0.4 -0.1 0.5 0.09
H 1.163 1.852 1.417 -0.1 -0.3 -0.1 0.09
H -0.532 1.338 1.538 0.0 0.0 -0.1 0.09
H 0.001 2.448 0.239 -0.2 0.0 0.0 0.09
H -2.466 1.089 0.247 0.0 -0.1 0.0 0.07
H -2.670 -0.694 0.223 0.2 0.2 0.2 0.07
H -3.092 0.274 -1.174 0.3 0.1 -0.1 0.08
N 1.495 -2.004 0.071 1.3 0.8 -1.5 0.04
C 0.693 -1.297 1.005 -3.2 -2.3 1.2 -0.47
O -0.498 -1.718 1.194 2.3 1.7 -0.2 -0.10
H 1.726 -2.964 0.288 -0.3 0.2 0.4 0.08
H 1.072 -1.972 -0.855 0.0 -0.2 0.4 0.07
H 1.255 -0.855 1.847 0.0 0.1 -0.3 0.12
```
Forces are in eV/Å.

Summary:
SMILES = CCN(C)N.NC=O
net charge = 0
ΔE to the lowest compared entry with this formula, charge and spin = 408.2 kJ/mol

Entry 3:
This record from the OMol25 dataset describes the ion C4H13N3O with charge +1 in a non-equilibrium geometry. The level of theory is wB97M-V/def2-TZVPD.

```
21
Properties=species:S:1:pos:R:3:forces:R:3:mulliken_spin:R:1
C 1.152 0.617 0.398 1.3 -2.2 2.7 0.02
N 1.760 -0.468 -0.376 -3.0 -0.1 3.3 0.73
C 1.427 -1.883 0.011 -0.4 -1.4 -0.8 0.01
N 1.654 -2.695 -1.153 -0.8 0.4 2.4 0.00
C -0.380 0.605 0.465 -1.1 1.1 -2.0 0.08
N -0.956 1.972 0.766 1.0 -2.2 0.1 0.08
C -2.126 1.997 -0.086 -1.9 0.6 -0.1 0.00
O -2.774 0.718 -0.095 -1.4 -1.5 0.3 0.00
H 1.564 1.478 0.057 0.6 2.9 -1.5 0.01
H 1.461 0.598 1.454 0.3 -0.5 -0.2 0.01
H 1.549 -0.286 -1.332 0.6 -0.2 -1.5 -0.01
H 1.962 -2.384 0.875 -0.1 1.7 -0.6 0.02
H 0.320 -1.921 0.320 1.3 0.4 -0.5 0.05
H 0.884 -2.954 -1.708 -0.5 -0.1 -0.9 0.00
H 2.540 -2.518 -1.515 1.3 -0.4 -1.3 0.00
H -0.769 -0.197 1.090 0.6 0.0 0.5 0.00
H -0.757 0.305 -0.568 0.6 0.6 1.2 0.00
H -1.096 2.157 1.803 0.0 -0.4 -1.9 0.00
H -1.915 2.070 -1.240 0.1 0.7 2.4 0.00
H -2.888 2.830 0.284 1.7 -1.7 -0.9 0.00
H -2.614 -0.041 0.550 -0.3 2.5 -0.8 0.00
```
Forces are in eV/Å.

Summary:
2S+1 = 2
<S²> = 0.755
net charge = +1
ΔE to the lowest compared entry with this formula, charge and spin = 351.4 kJ/mol

Entry 4:
This record from the OMol25 dataset describes a cluster of 2 separate species, C4H13N3O in total in a non-equilibrium geometry. The level of theory is wB97M-V/def2-TZVPD.

```
21
Properties=species:S:1:pos:R:3:forces:R:3:mulliken_spin:R:1
C 1.483 -2.377 -0.084 -0.9 -0.3 -0.2 0.01
O 1.164 -3.756 -0.160 0.3 0.1 0.0 0.00
C 0.283 -1.632 -0.676 1.0 0.0 0.1 0.00
N 0.717 -0.279 -1.054 -1.3 0.7 0.3 0.14
H 1.583 -2.106 0.971 0.4 0.3 0.0 0.00
H 2.363 -2.124 -0.676 0.2 0.0 0.2 0.00
H 1.971 -4.236 0.048 -0.1 -0.3 0.0 0.00
H 0.003 -2.143 -1.594 -0.2 -0.1 0.1 0.00
H -0.521 -1.665 0.066 -0.3 0.0 -0.3 0.00
H 0.691 0.377 -0.277 0.6 -0.2 0.1 -0.02
H 0.024 0.140 -1.672 0.3 -0.3 -0.4 0.00
C -0.947 1.720 1.032 -1.2 -0.4 1.5 0.27
C -0.966 2.607 -0.010 1.1 -0.1 -1.6 0.25
N -2.073 2.790 -0.832 0.4 0.0 0.5 0.16
N 0.127 1.401 1.850 0.3 0.4 -0.4 0.15
H -1.902 1.278 1.334 -0.2 0.5 0.0 0.02
H -0.059 3.127 -0.329 0.3 -0.6 0.1 0.01
H -1.797 2.823 -1.811 0.1 0.5 0.1 -0.01
H -2.591 3.638 -0.603 -0.7 -0.5 0.1 0.02
H 0.561 0.504 1.665 0.6 0.2 -0.3 0.02
H -0.043 1.450 2.848 -0.6 -0.2 0.0 -0.01
```
Forces are in eV/Å.

Summary:
2S+1 = 2
<S²> = 0.758
net charge = +1
ΔE to the lowest compared entry with this formula, charge and spin = 273.7 kJ/mol

Entry 5:
This record from the OMol25 dataset describes a cluster of 2 separate species, C4H13N3O2 in total in a non-equilibrium geometry. The level of theory is wB97M-V/def2-TZVPD.

```
22
Properties=species:S:1:pos:R:3:forces:R:3:lowdin_charge:R:1
C 0.731 -0.997 0.384 -1.5 -0.1 -0.4 -0.16
C 1.257 1.552 -1.774 0.2 0.4 0.6 -0.15
C 1.208 -0.567 1.760 0.1 0.0 -0.3 -0.09
O 1.612 1.536 -0.620 0.3 0.3 -0.8 -0.05
H 0.708 -2.086 0.304 0.1 -0.1 0.1 0.09
H 1.418 -0.670 -0.390 -0.1 0.2 0.0 0.07
H 0.551 2.304 -2.159 -0.1 0.0 0.0 0.08
H -0.427 -0.787 -1.932 -0.4 0.3 0.4 0.10
H 1.673 0.871 -2.530 0.0 -0.2 0.0 0.09
H 1.295 0.516 1.815 0.1 0.0 0.0 0.06
H 0.505 -0.871 2.524 -0.1 -0.1 0.2 0.07
H 2.187 -1.011 1.977 -0.2 0.1 0.0 0.08
C -0.796 -0.540 0.059 1.6 -0.4 -0.2 -0.61
N -1.062 1.839 0.551 0.2 0.3 0.2 0.05
N -1.731 -1.618 0.303 -0.1 -0.3 0.5 0.10
O -1.249 0.491 0.922 -0.4 0.1 0.2 -0.17
N -0.875 -0.097 -1.316 0.5 0.0 -0.7 0.07
H -0.057 2.017 0.495 -0.3 -0.2 -0.1 0.05
H -1.455 1.973 -0.377 0.1 -0.1 0.1 0.07
H -1.283 -2.495 0.545 0.0 0.2 0.0 0.07
H -2.361 -1.360 1.056 0.0 0.0 -0.1 0.08
H -1.848 -0.001 -1.596 0.1 -0.3 0.0 0.09
```
Forces are in eV/Å.

Summary:
SMILES = CCC(N)(N)ON.C=O
net charge = 0
ΔE to the lowest compared entry with this formula, charge and spin = 309.6 kJ/mol

Entry 6:
This record from the OMol25 dataset describes a cluster of 3 separate species, C4H13N3O2 in total in a non-equilibrium geometry. The level of theory is wB97M-V/def2-TZVPD.

```
22
Properties=species:S:1:pos:R:3:forces:R:3:lowdin_charge:R:1
C -2.325 -0.581 0.544 -2.7 1.1 0.1 -0.44
N -2.349 -0.047 1.795 0.4 -0.3 -0.5 0.13
O -2.225 0.100 -0.467 0.8 -0.6 0.3 -0.02
H -0.332 0.942 -0.575 0.6 -0.1 0.1 0.08
H -2.161 0.938 1.882 0.0 0.0 0.2 0.11
H -2.645 -0.590 2.586 0.2 0.0 0.0 0.10
H -2.782 -1.589 0.511 0.8 -0.2 0.0 0.14
H -0.312 -1.294 0.673 1.7 0.1 -0.6 0.11
C 1.100 1.392 0.829 -0.1 0.0 -0.3 -0.12
C 1.487 1.033 -1.530 -0.2 0.0 0.2 -0.12
N 0.653 0.723 -0.381 -0.5 1.0 -0.1 -0.22
C 0.662 -1.497 0.065 -2.1 -1.1 1.0 -0.51
N 0.295 -1.903 -1.188 0.2 -0.2 0.1 0.11
O 1.721 -1.738 0.594 0.5 0.3 0.0 -0.01
H 1.028 -2.285 -1.771 -0.4 0.3 -0.2 0.10
H -0.593 -1.564 -1.530 0.4 -0.1 -0.3 0.08
H 1.062 0.570 -2.418 0.1 0.0 -0.1 0.07
H 1.577 2.116 -1.705 0.1 -0.1 0.0 0.08
H 0.404 1.177 1.638 0.0 0.0 0.1 0.07
H 1.176 2.482 0.706 0.0 0.0 0.1 0.08
H 2.079 0.994 1.094 0.0 0.0 0.1 0.08
H 2.481 0.623 -1.350 0.1 0.0 -0.1 0.09
```
Forces are in eV/Å.

Summary:
SMILES = NC=O.NC=O.CNC
net charge = 0
ΔE to the lowest compared entry with this formula, charge and spin = 102.9 kJ/mol

Entry 7:
This record from the OMol25 dataset describes a cluster of 3 separate species, C4H13N3O2 in total in a non-equilibrium geometry. The level of theory is wB97M-V/def2-TZVPD.

```
22
Properties=species:S:1:pos:R:3:forces:R:3:lowdin_charge:R:1
C -1.137 -0.360 -0.782 -0.3 1.1 -1.0 -0.25
C -0.147 -0.341 1.648 0.6 0.2 0.7 -0.11
C -0.949 0.916 -1.288 -0.8 -1.6 -0.3 -0.09
N -2.357 -0.787 -0.175 0.0 0.2 0.1 0.01
O -0.893 -1.426 1.906 -0.3 0.0 -0.4 -0.07
H -1.723 -1.338 1.360 0.3 0.0 0.2 0.05
H -0.485 -1.167 -1.079 0.2 0.0 0.1 0.11
H -3.077 -0.075 -0.210 0.1 0.0 0.0 0.10
H -2.718 -1.634 -0.599 0.1 0.1 0.0 0.10
H -0.643 0.630 1.634 -0.1 0.0 -0.2 0.08
H 0.777 -0.382 2.201 -0.1 0.0 0.0 0.07
H -0.280 1.024 -2.131 0.2 0.1 0.2 0.08
H 0.119 1.631 -0.430 1.2 0.4 0.9 0.06
H -1.779 1.617 -1.266 0.1 0.0 0.1 0.08
N 2.395 -1.520 -0.569 -0.1 0.3 0.1 0.02
C 1.292 1.736 0.060 -1.6 0.5 -0.8 -0.19
O 1.937 -0.210 -0.833 -0.1 0.2 0.3 -0.25
N 1.673 0.467 0.388 0.4 -1.3 -0.1 -0.09
H 3.247 -1.417 -0.015 -0.1 0.1 0.0 0.07
H 1.697 -1.932 0.054 0.0 0.0 0.0 0.06
H 1.267 2.383 0.933 0.1 0.0 0.0 0.08
H 1.782 2.187 -0.807 0.2 -0.1 0.1 0.09
```
Forces are in eV/Å.

Summary:
net charge = 0
ΔE to the lowest compared entry with this formula, charge and spin = 843.9 kJ/mol

Entry 8:
This record from the OMol25 dataset describes a structure of composition C4H13N3OS4SbTc. The level of theory is wB97M-V/def2-TZVPD.

```
27
Properties=species:S:1:pos:R:3:forces:R:3:mulliken_spin:R:1
Tc 0.666 -1.480 -0.129 -0.1 0.2 0.3 2.26
S 3.859 -4.303 -2.631 0.1 -0.1 -0.1 0.12
Sb 3.048 -3.816 -0.661 -0.2 0.2 -0.1 0.03
S 0.507 -3.521 -0.862 0.0 -0.2 -0.1 0.24
S 2.801 -1.265 -0.492 -0.1 0.2 -0.1 0.26
S 3.261 -4.359 1.475 0.0 0.0 0.3 0.07
C -2.695 1.555 0.137 0.0 0.0 0.0 0.00
N -1.526 2.134 -0.541 0.0 0.1 0.0 0.02
C -1.657 3.436 -1.212 0.0 0.0 0.0 0.00
C -0.404 1.453 -0.537 0.0 0.0 0.1 -0.01
C 0.836 1.945 -1.209 0.0 0.0 0.0 0.01
O -0.383 0.330 0.074 0.2 -0.1 -0.1 0.04
H -3.516 2.259 0.074 0.0 0.0 0.0 0.00
H -2.460 1.359 1.181 0.0 0.0 0.0 0.00
H -2.980 0.619 -0.340 0.0 0.0 0.0 0.00
H -2.662 3.805 -1.041 0.0 0.0 0.0 0.00
H -1.503 3.337 -2.284 0.0 0.0 0.0 0.00
H -0.953 4.156 -0.800 0.0 0.0 0.0 0.00
H 0.740 2.932 -1.644 0.0 0.0 0.0 0.00
H 1.113 1.240 -1.996 0.0 0.0 0.0 0.00
H 1.647 1.947 -0.480 0.0 0.0 0.0 0.00
N -0.395 -2.453 2.336 0.0 0.0 0.0 -0.01
N 0.845 -1.871 1.903 0.0 0.0 -0.1 -0.03
H -0.355 -2.622 3.338 0.0 0.0 0.0 0.00
H -0.475 -3.351 1.867 0.0 0.0 0.0 0.00
H 1.666 -2.473 2.069 0.1 -0.1 -0.1 0.01
H 0.976 -0.994 2.404 0.0 0.0 0.0 0.01
```
Forces are in eV/Å.

Summary:
total energy = -62947.550 eV
2S+1 = 4
<S²> = 3.789
net charge = +1

Question: What is the formula in the third record?
Answer: C4H13N3O